{"formula": "C3H8OS2", "method": "wB97M-V/def2-TZVPD", "homo_energy_ev": -8.347, "lumo_energy_ev": 0.67, "fmax_ev_per_a": 1.0, "total_charge": 0, "de_lowest_ev": 0.641, "smiles": "CC=O.CSS", "species": ["C", "S", "S", "H", "H", "H", "H", "O", "C", "C", "H", "H", "H", "H"], "positions_angstrom": [[-1.7340, 2.6345, 0.4740], [-0.6573, 1.3237, -0.1757], [0.1368, 2.1897, -1.8564], [-1.2811, 3.6106, 0.3229], [-2.7214, 2.5201, 0.0543], [-1.7507, 2.4826, 1.5528], [-0.9953, 2.7452, -2.3146], [1.4347, -2.0903, -1.4789], [1.6310, -2.6976, -0.4564], [1.0106, -2.3217, 0.8618], [2.3147, -3.5736, -0.4719], [0.3071, -1.5191, 0.6797], [0.5059, -3.2191, 1.2353], [1.7989, -2.0851, 1.5732]], "forces_ev_per_a": [[0.792, -0.270, 0.486], [-0.272, -0.152, 0.177], [0.173, 0.397, -0.114], [-0.132, 0.047, -0.281], [-0.221, 0.274, -0.117], [-0.256, -0.096, 0.032], [-0.080, -0.218, -0.183], [-0.001, -0.137, 0.128], [0.137, 0.306, -0.241], [0.086, -0.779, -0.531], [-0.099, 0.034, 0.145], [-0.017, 0.205, 0.284], [-0.084, 0.160, 0.118], [-0.027, 0.229, 0.096]]}